*one*
A 2-piece molecular cluster, C4H9N3 overall. Source: OMol25; level of theory: ωB97M-V/def2-TZVPD.

Calculated values
HOMO-LUMO gap = 10.4 eV
total charge = 0
molecular weight = 99.1 g mol⁻¹

Last column: Löwdin charge in e.
Atoms and positions in Å:
C -0.463 -0.722 0.117  0.00
C -0.501 0.556 -0.135  -0.45
C 0.647 1.563 -0.003  -0.08
C -1.832 1.258 -0.207  -0.10
N 2.774 -1.401 -0.853  0.21
N 2.526 -2.483 -0.841  -0.32
N 2.358 -3.636 -0.814  0.13
H 0.462 -1.131 0.492  0.04
H -1.405 -1.281 0.054  0.07
H 1.582 1.123 0.381  0.06
H 0.257 2.314 0.759  0.09
H 0.916 2.131 -0.899  0.07
H -1.656 2.226 -0.830  0.10
H -2.011 1.674 0.777  0.07
H -2.618 0.647 -0.731  0.09
H 1.472 -3.892 -0.804  0.02

=====

*two*
One molecule with the formula C4H9N3. Source: OMol25; level of theory: ωB97M-V/def2-TZVPD.

Calculated values
HOMO-LUMO gap (spin up / spin down) = 7.4 / 7.6 eV
total charge = 0
molecular weight = 99.1 g mol⁻¹

Last column: Löwdin charge in e.
Atoms and positions in Å:
C -2.049 -0.519 0.483  -0.23
C 1.578 0.429 0.474  -0.14
C -3.004 -1.127 -0.457  -0.10
C 3.025 0.805 0.363  -0.13
N -0.919 0.076 0.355  -0.09
N -0.466 0.348 -0.826  -0.08
N 0.854 0.633 -0.671  -0.03
H -2.271 -0.626 1.582  0.11
H 1.253 0.094 1.418  0.08
H -2.784 -2.256 -0.458  0.11
H -2.997 -0.690 -1.431  0.05
H -4.003 -1.060 -0.176  0.04
H 3.311 0.714 -0.733  0.08
H 3.735 0.296 1.107  0.10
H 3.303 1.870 0.444  0.06
H 1.435 1.013 -1.475  0.17

=====

Best to worst by energy: *one*, *two*.

=====

*one*
A 2-piece molecular cluster, C4H9N3 overall. Source: OMol25; level of theory: ωB97M-V/def2-TZVPD.

Calculated values
HOMO-LUMO gap (spin up / spin down) = 6.2 / 3.8 eV
total charge = 0
molecular weight = 99.1 g mol⁻¹

Last column: Löwdin charge in e.
Atoms and positions in Å:
C -0.233 -0.716 -1.468  -0.20
C 2.036 0.833 -0.042  -0.11
C 0.641 0.718 0.449  -0.20
C 0.024 -0.573 -0.064  -0.29
N -0.472 -0.991 -2.555  0.19
N -0.118 -1.677 0.695  0.18
N -2.614 0.582 0.009  -0.12
H 2.212 1.411 -0.961  0.10
H 2.556 -0.007 -0.313  0.06
H 2.512 1.418 0.632  0.04
H 0.108 1.697 0.165  0.15
H 0.679 0.709 1.577  0.13
H -0.345 -1.622 1.691  0.13
H -0.705 -2.416 0.215  0.15
H -3.180 0.369 0.850  -0.12
H -3.101 0.266 -0.881  -0.08

=====

*two*
One molecule with the formula C4H9N3. Source: OMol25; level of theory: ωB97M-V/def2-TZVPD.

Calculated values
HOMO-LUMO gap = 9.9 eV
total charge = 0
molecular weight = 99.1 g mol⁻¹

Last column: Löwdin charge in e.
Atoms and positions in Å:
H 0.946 0.897 1.999  0.05
N 1.469 0.794 1.100  0.10
C 1.051 -0.197 0.384  -0.50
N 1.880 -0.319 -0.819  0.04
C -0.026 -1.174 0.143  -0.08
C -1.324 -0.562 0.685  -0.20
C -1.042 -0.050 -0.542  -0.38
N -0.876 1.413 -0.629  0.00
H 2.777 0.063 -1.005  0.05
H 1.309 -0.878 -1.658  0.16
H 0.112 -2.141 -0.056  0.08
H -1.043 0.106 1.565  0.12
H -2.257 -1.184 0.723  0.13
H -2.055 -0.464 -1.009  0.17
H -0.013 1.540 -1.201  0.06
H -0.907 2.156 0.321  0.19

=====

*three*
One molecule with the formula C4H9N3. Source: OMol25; level of theory: ωB97M-V/def2-TZVPD.

Calculated values
HOMO-LUMO gap = 7.4 eV
total charge = 0
molecular weight = 99.1 g mol⁻¹

Last column: Löwdin charge in e.
Atoms and positions in Å:
H -0.110 -1.004 -2.073  0.04
N -0.072 -1.903 -1.594  0.05
C -0.389 -1.816 -0.356  -0.29
N -1.347 -0.829 0.208  0.07
C -0.648 0.255 0.584  -0.44
N -1.259 1.462 0.714  0.16
C 0.733 -0.027 0.527  -0.20
C 1.692 0.912 -0.146  -0.12
H -0.386 -2.729 0.235  0.10
H -2.324 -0.997 0.426  0.13
H -0.671 2.274 0.807  0.10
H -2.194 1.604 0.362  0.10
H 1.133 -0.665 1.305  0.10
H 1.399 1.051 -1.194  0.07
H 1.738 1.903 0.324  0.06
H 2.705 0.510 -0.130  0.07

=====

Best to worst by energy: *three*, *two*, *one*.

=====

*one*
A 5-piece molecular cluster, C10H20Cl10 overall. Source: OMol25; level of theory: ωB97M-V/def2-TZVPD.

Calculated values
HOMO-LUMO gap = 10.5 eV
total charge = 0
molecular weight = 494.8 g mol⁻¹

Last column: Löwdin charge in e.
Atoms and positions in Å:
Cl -2.465 2.804 -0.991  0.51
C -3.888 3.007 0.159  -0.57
C -3.552 4.279 0.970  -0.69
Cl -3.854 5.852 0.154  0.53
H -4.110 2.121 0.754  0.06
H -4.773 3.220 -0.440  0.06
H -2.576 4.189 1.447  0.07
H -4.260 4.170 1.792  0.06
Cl 3.397 0.525 1.687  0.53
C 3.469 -0.384 3.270  -0.63
C 3.878 0.377 4.526  -0.61
Cl 5.565 0.999 4.245  0.52
H 4.086 -1.257 3.061  0.07
H 2.483 -0.837 3.371  0.06
H 3.878 -0.287 5.391  0.07
H 3.130 1.071 4.909  0.08
Cl -3.326 -1.206 0.910  0.55
C -4.105 -2.831 1.038  -0.63
C -3.222 -3.730 1.782  -0.65
Cl -1.568 -3.965 1.046  0.51
H -4.214 -3.125 -0.006  0.07
H -5.135 -2.819 1.394  0.09
H -3.731 -4.693 1.819  0.08
H -3.045 -3.423 2.813  0.07
Cl 4.194 1.684 -5.369  0.54
C 3.987 0.072 -4.702  -0.69
C 2.624 -0.559 -4.929  -0.63
Cl 2.231 -0.557 -6.713  0.49
H 4.174 0.316 -3.656  0.05
H 4.823 -0.529 -5.059  0.07
H 1.808 -0.122 -4.353  0.02
H 2.548 -1.569 -4.525  0.06
Cl 2.146 -0.992 -1.287  0.51
C 0.795 -0.400 -0.212  -0.64
C -0.481 -0.346 -0.985  -0.74
Cl -0.375 0.539 -2.484  0.57
H 1.001 0.596 0.179  0.04
H 0.647 -1.034 0.662  0.07
H -1.303 0.184 -0.505  -0.01
H -0.884 -1.343 -1.164  0.06

=====

*two*
C10H20Cl10 as an isolated structure. Source: OMol25; level of theory: ωB97M-V/def2-TZVPD.

Calculated values
HOMO-LUMO gap = 9.0 eV
total charge = 0
molecular weight = 494.8 g mol⁻¹

Last column: Löwdin charge in e.
Atoms and positions in Å:
Cl -3.906 1.568 -0.801  0.56
C -2.645 2.005 0.438  -0.62
C -2.409 0.882 1.437  -1.00
Cl -3.762 0.818 2.471  0.65
H -2.814 2.948 0.958  0.09
H -1.684 2.095 -0.069  0.00
H -1.529 1.204 1.994  -0.08
H -2.345 -0.072 0.914  -0.02
Cl 3.704 4.459 0.225  0.56
C 3.753 2.746 -0.196  -0.75
C 3.494 1.983 1.070  -0.60
Cl 1.756 1.983 1.440  0.65
H 4.745 2.558 -0.606  0.08
H 2.954 2.490 -0.893  -0.20
H 4.040 2.413 1.910  0.07
H 3.758 0.935 0.923  0.06
Cl 2.123 1.648 -1.973  0.80
C 0.645 1.436 -1.075  -0.76
C 0.610 0.163 -0.235  -0.73
Cl -0.351 0.568 1.227  0.76
H -0.167 1.600 -1.783  -0.06
H 0.417 2.276 -0.420  0.03
H 1.589 -0.241 0.024  -0.25
H 0.072 -0.639 -0.740  0.00
Cl -1.039 -2.863 -0.070  0.76
C 0.452 -3.728 0.528  -0.48
C 1.765 -3.253 0.007  -0.54
Cl 2.220 -1.540 0.325  0.81
H 0.334 -4.798 0.353  0.09
H 0.447 -3.595 1.610  0.08
H 1.744 -3.330 -1.080  0.08
H 2.562 -3.968 0.211  0.09
Cl -1.615 0.518 -1.793  0.72
C -1.908 -1.194 -1.389  -0.68
C -3.227 -1.476 -0.625  -0.71
Cl -3.542 -3.167 -0.414  0.58
H -1.045 -1.551 -0.828  -0.20
H -1.899 -1.766 -2.317  0.09
H -4.074 -1.032 -1.148  0.05
H -3.225 -1.085 0.392  0.02

=====

Best to worst by energy: *one*, *two*.